106
Properties=species:S:1:pos:R:3:forces:R:3:mulliken_charge:R:1 method="wB97M-V/def2-TZVPD" homo_lumo_gap_ev=9.5 total_charge=0 de_lowest_ev=0.8835 e_lumo_ev=0.152 multiplicity=1 homo_energy_ev=-9.3
C -0.77912 1.51440 -4.61255 1.4 0.1 0.0 -0.78
O -0.05068 1.35999 -3.39110 -0.5 -0.2 0.4 0.05
H -1.69875 2.05298 -4.41474 0.0 0.1 0.0 0.23
H -0.07205 2.07406 -5.23853 -0.7 0.3 -0.5 0.34
H -0.98832 0.57534 -5.12924 -0.2 -0.1 0.3 0.24
H 0.53830 0.59884 -3.47337 0.0 0.0 -0.2 0.02
C -3.54452 -2.75356 -0.30257 0.3 0.8 0.5 -0.14
O -3.13684 -3.58097 0.78665 -0.2 0.0 -0.1 -0.47
H -3.74582 -1.75882 0.10973 -0.1 -0.1 0.0 -0.05
H -2.71795 -2.61168 -1.00105 -0.2 -0.3 -0.3 0.04
H -4.46575 -3.07826 -0.77955 0.1 -0.2 -0.2 0.41
H -3.41285 -4.48473 0.61978 0.1 0.0 0.0 0.24
C 0.61479 -2.17555 4.09494 0.0 0.5 1.1 0.04
O 1.34789 -3.36074 3.81983 -0.1 0.1 -0.3 -0.56
H 1.25936 -1.29692 4.19118 0.0 -0.1 -0.3 0.05
H -0.14652 -1.99965 3.34090 0.1 -0.2 -0.2 -0.09
H 0.11139 -2.20847 5.06712 -0.1 -0.3 -0.2 0.36
H 2.04868 -3.44817 4.47042 0.0 -0.1 0.0 0.27
C 0.13524 -0.55179 0.18602 -0.7 -0.7 -0.5 -0.02
O 0.00338 -0.89019 -1.20975 0.5 0.1 0.5 0.20
H -0.03064 0.51680 0.30243 0.1 0.0 0.4 0.43
H -0.64243 -1.13115 0.68442 -0.1 0.3 0.2 -0.50
H 1.07991 -0.90871 0.60094 0.2 0.3 -0.1 -0.01
H 0.58731 -0.27471 -1.66477 -0.1 -0.1 -0.3 -0.43
C -2.88019 -0.72674 3.21321 0.2 -0.9 0.0 0.10
O -3.29710 -2.09565 3.26357 0.3 0.3 0.2 -0.60
H -3.78019 -0.12363 3.09721 0.2 0.4 -0.1 0.34
H -2.32379 -0.46062 4.11364 -0.3 0.0 0.2 -0.01
H -2.14753 -0.59192 2.41569 -0.3 0.4 -0.2 -0.21
H -2.94138 -2.53911 2.48665 -0.3 -0.3 -0.1 0.30
C 2.66055 -0.15346 -4.81093 0.2 -0.6 0.2 -0.86
O 1.85391 -0.61124 -3.70781 0.2 0.2 -0.1 -0.37
H 2.41468 0.87331 -5.06162 -0.3 0.0 0.1 0.29
H 3.71115 -0.17910 -4.52942 0.1 0.1 -0.1 0.34
H 2.49118 -0.81091 -5.66372 0.0 0.1 -0.1 0.29
H 2.30444 -1.35718 -3.30210 -0.2 -0.1 0.0 0.29
C -3.14303 2.14786 -1.32104 0.5 -0.2 0.8 -0.18
C -3.50904 1.42587 -0.03841 -1.4 -0.4 -0.3 0.61
O -4.83570 0.82995 -0.16290 0.5 0.2 0.0 -0.50
O -3.82468 3.37767 -1.49632 -0.2 0.1 -0.1 -0.54
H -3.30001 1.41197 -2.11676 0.0 0.3 -0.3 0.13
H -2.09427 2.44554 -1.26859 0.1 -0.3 -0.2 0.15
H -3.53906 2.07615 0.83708 0.5 0.1 0.0 0.18
H -2.88172 0.54931 0.10540 0.4 0.2 0.2 -0.48
H -5.44588 1.51153 -0.45548 -0.1 0.0 0.1 0.29
H -4.77009 3.27390 -1.36151 0.0 -0.1 -0.1 0.32
C -1.14222 2.20970 4.23864 -0.2 -0.1 -0.3 -0.42
C -0.30334 1.71164 5.39745 -0.1 0.2 0.3 -0.63
O -0.53661 0.34882 5.75023 0.2 0.3 -0.2 -0.49
O -0.85651 1.60934 2.98988 0.2 -0.3 0.1 0.29
H -1.03018 3.29865 4.17869 -0.1 0.0 0.0 0.39
H -2.19205 1.97599 4.45056 0.0 0.2 0.1 0.30
H -0.54513 2.35020 6.25806 0.1 0.0 0.0 0.38
H 0.76320 1.83774 5.20446 0.0 -0.2 -0.1 0.17
H -1.35557 0.33348 6.25393 0.0 -0.2 0.0 0.31
H -0.34741 2.23004 2.44873 -0.2 0.3 0.1 0.15
C 1.29375 4.68014 1.50293 0.5 -0.8 0.6 -0.54
C 1.16778 5.39229 0.19922 -0.1 1.0 -0.1 -0.54
O 2.17901 4.94231 -0.69410 0.0 -0.2 -0.2 -0.45
O 0.57916 3.45005 1.50842 -0.2 0.1 0.1 -0.63
H 0.98748 5.30236 2.34587 -0.3 0.0 -0.1 0.42
H 2.34990 4.43976 1.68831 0.0 0.3 -0.1 0.30
H 1.28356 6.47179 0.38322 0.1 -0.1 -0.1 0.33
H 0.16400 5.26168 -0.21532 0.0 -0.2 0.0 0.31
H 1.91636 5.16471 -1.59203 0.0 0.0 0.0 0.28
H 1.23323 2.72737 1.49970 0.2 0.0 -0.3 0.22
C 3.51753 -0.41206 2.53455 0.1 -0.3 0.3 -0.65
C 2.41677 0.61613 2.62432 0.0 0.1 -0.4 0.38
O 2.38137 1.48594 1.47983 0.1 0.3 0.1 -0.36
O 4.79445 0.16991 2.35832 -0.2 0.0 0.0 -0.60
H 3.30100 -1.16672 1.76455 0.0 0.1 -0.1 0.23
H 3.55216 -0.95047 3.48480 0.0 0.0 0.0 0.39
H 2.60576 1.25280 3.48968 -0.1 0.1 0.0 0.16
H 1.42971 0.16274 2.70694 0.0 -0.1 0.2 -0.07
H 2.79910 1.11921 0.69404 0.1 -0.3 0.2 0.02
H 4.76009 0.66077 1.52582 0.1 0.1 0.0 0.49
C -0.29673 -5.27802 -0.63172 -0.5 -0.3 0.3 -0.44
C 0.08199 -4.21186 0.34511 0.7 0.8 0.7 0.74
O 0.25809 -4.80962 1.63179 0.0 -0.2 -0.4 -0.57
O 0.77637 -6.16202 -0.89831 0.1 0.1 -0.1 -0.59
H -0.64170 -4.84761 -1.57034 0.2 0.0 -0.1 0.10
H -1.14368 -5.83025 -0.19433 0.1 0.0 -0.1 0.28
H -0.66199 -3.41466 0.42215 -0.2 -0.2 -0.3 -0.38
H 1.03182 -3.74187 0.04323 -0.1 -0.1 -0.2 0.21
H 0.74445 -4.19949 2.20273 0.0 -0.2 0.2 0.25
H 1.13309 -6.42011 -0.04153 0.0 0.0 0.1 0.35
C -1.67135 -2.19644 -3.88877 0.5 0.2 -0.1 0.83
C -2.72220 -2.54685 -4.89065 -0.6 0.4 -0.2 -0.90
O -3.78184 -3.27926 -4.29253 -0.1 -0.3 -0.2 -0.57
O -2.17437 -1.15516 -3.06979 0.1 -0.3 0.0 -0.23
H -0.75039 -1.87004 -4.40102 -0.1 0.0 0.0 0.01
H -1.41634 -3.09088 -3.30743 -0.1 0.0 0.1 -0.32
H -2.31860 -3.10861 -5.73245 0.0 -0.3 0.2 0.42
H -3.12639 -1.61656 -5.31005 0.2 0.0 0.0 0.30
H -4.42670 -2.65545 -3.94994 0.1 0.0 0.1 0.32
H -1.50447 -1.02720 -2.38255 -0.1 0.3 0.2 0.32
C 4.18884 2.33739 -1.07517 -0.4 0.7 0.2 -0.09
C 3.64697 1.84058 -2.39531 0.6 0.2 -0.3 -0.15
O 4.66297 1.83085 -3.40911 -0.1 -0.2 0.0 -0.58
O 4.69689 1.24678 -0.29746 0.2 0.4 0.0 -0.67
H 3.43471 2.89224 -0.50755 -0.2 -0.6 0.1 -0.26
H 4.93232 3.13338 -1.21221 0.3 -0.4 -0.2 0.74
H 2.76606 2.39841 -2.72468 0.0 0.0 0.0 0.29
H 3.38753 0.79374 -2.26456 -0.3 0.0 0.0 0.16
H 5.07551 2.69768 -3.46585 -0.1 0.1 0.0 0.30
H 5.63647 1.16278 -0.48431 0.0 -0.2 0.0 0.26